This record from the Open Molecules 2025 dataset describes C32H77MnO22P4 as an isolated structure in a non-equilibrium geometry. The level of theory is ωB97M-V with the def2-TZVPD basis set.

Each line ends with the Löwdin charge.
Geometry (Å):
Mn1 2.107 0.146 -2.408  0.950
C1 1.798 1.122 0.954  -0.046
C2 0.658 1.555 0.008  -0.471
C3 0.397 3.055 -0.220  -0.028
O1 0.967 1.017 -1.277  -0.375
H1 1.909 -0.004 0.944  0.085
H2 1.695 1.461 1.916  0.019
H3 2.718 1.623 0.685  0.051
H4 -0.312 1.086 0.386  0.126
H5 1.173 3.405 -0.886  0.040
H6 0.462 3.584 0.683  0.060
H7 -0.560 3.197 -0.715  0.078
C4 2.754 -2.896 4.361  -0.028
C5 3.464 -1.906 5.224  -0.499
O2 3.795 -0.773 4.927  0.055
C6 3.925 -2.426 6.567  -0.026
H8 3.252 -3.888 4.232  0.101
H9 2.636 -2.448 3.366  0.065
H10 1.752 -3.130 4.774  0.096
H11 3.095 -2.822 7.143  0.080
H12 4.418 -1.695 7.232  0.096
H13 4.542 -3.277 6.384  0.072
C7 4.433 -3.605 -1.747  0.009
C8 3.695 -2.300 -1.669  -0.418
O3 3.238 -1.623 -2.579  -0.009
C9 3.404 -1.882 -0.247  -0.013
H14 5.106 -3.777 -0.864  0.103
H15 5.024 -3.684 -2.669  0.099
H16 3.681 -4.384 -1.607  0.105
H17 2.442 -2.313 -0.001  0.072
H18 3.307 -0.804 -0.137  0.035
H19 4.116 -2.228 0.575  0.121
C10 -0.214 0.460 5.853  -0.002
C11 -0.694 0.832 4.438  -0.452
O4 -0.126 0.316 3.461  0.009
C12 -1.866 1.800 4.254  -0.012
H20 -1.103 0.604 6.507  0.094
H21 0.625 1.177 5.987  0.090
H22 0.174 -0.540 5.742  0.066
H23 -1.868 2.578 4.981  0.073
H24 -2.775 1.344 4.534  0.063
H25 -2.037 2.068 3.193  0.094
C13 6.022 2.613 -3.889  -0.094
O5 5.986 2.667 -2.500  -0.181
P1 4.824 2.018 -1.677  0.291
O6 4.305 0.789 -2.217  -0.221
O7 5.395 2.119 -0.226  -0.196
C14 5.974 1.172 0.666  -0.059
O8 3.633 2.978 -1.699  -0.198
C15 3.671 4.354 -1.224  -0.031
H26 6.879 3.240 -4.093  0.099
H27 5.123 3.102 -4.278  0.089
H28 6.128 1.601 -4.294  0.102
H29 6.542 1.690 1.489  0.107
H30 6.550 0.418 0.116  0.097
H31 5.124 0.633 1.126  0.083
H32 4.351 4.365 -0.410  0.063
H33 2.676 4.668 -0.833  0.096
H34 4.058 5.030 -1.979  0.096
C16 -4.714 -0.885 -5.315  -0.105
O9 -3.635 -0.452 -4.453  -0.250
P2 -4.013 -0.727 -2.854  0.399
O10 -4.356 -2.115 -2.560  -0.215
O11 -2.735 -0.056 -2.180  -0.233
C17 -1.865 -1.003 -1.468  -0.061
O12 -5.197 0.284 -2.569  -0.214
C18 -4.933 1.428 -1.699  -0.057
H35 -5.568 -0.190 -5.376  0.093
H36 -5.209 -1.763 -4.911  0.080
H37 -4.284 -0.968 -6.296  0.069
H38 -2.361 -1.946 -1.184  0.084
H39 -1.500 -0.490 -0.582  0.067
H40 -1.033 -1.242 -2.119  0.085
H41 -4.448 2.286 -2.163  0.088
H42 -4.374 1.046 -0.842  0.083
H43 -5.966 1.710 -1.402  0.096
C19 -8.811 0.371 -0.139  -0.068
O13 -8.009 -0.796 0.260  -0.238
P3 -8.355 -1.404 1.687  0.403
O14 -9.442 -0.648 2.337  -0.233
O15 -8.360 -2.994 1.533  -0.227
C20 -9.199 -3.552 0.483  -0.057
O16 -6.921 -1.166 2.463  -0.244
C21 -5.666 -1.737 2.010  -0.093
H44 -8.445 1.265 0.305  0.074
H45 -9.846 0.251 0.179  0.080
H46 -8.722 0.428 -1.237  0.093
H47 -8.738 -3.298 -0.459  0.086
H48 -10.217 -3.234 0.657  0.091
H49 -9.128 -4.622 0.644  0.089
H50 -5.408 -1.285 1.030  0.082
H51 -5.657 -2.859 1.949  0.101
H52 -5.031 -1.373 2.776  0.063
C22 2.947 1.692 -6.222  -0.089
O17 1.650 1.226 -6.488  -0.170
P4 0.561 0.782 -5.477  0.300
O18 1.118 0.208 -4.263  -0.244
O19 -0.175 2.125 -5.217  -0.173
C23 -1.342 2.039 -4.340  -0.021
O20 -0.356 -0.262 -6.169  -0.175
C24 -1.320 0.113 -7.234  -0.009
H53 3.061 2.809 -6.188  0.110
H54 3.665 1.265 -6.961  0.113
H55 3.272 1.387 -5.243  0.054
H56 -0.979 1.527 -3.468  0.068
H57 -2.112 1.510 -4.790  0.049
H58 -1.599 3.021 -4.013  0.097
H59 -0.975 1.115 -7.522  0.088
H60 -2.341 0.035 -6.844  0.073
H61 -1.110 -0.469 -8.170  0.112
C25 4.258 2.699 3.374  -0.167
C26 3.847 2.930 4.844  -0.148
C27 2.450 3.506 4.607  -0.190
O21 2.688 4.467 3.549  -0.148
C28 3.661 3.918 2.657  -0.197
H62 3.664 1.852 3.080  0.078
H63 5.317 2.421 3.241  0.106
H64 4.450 3.683 5.388  0.124
H65 3.858 1.964 5.371  0.103
H66 2.054 4.075 5.495  0.137
H67 1.707 2.787 4.229  0.104
H68 4.397 4.658 2.489  0.100
H69 3.161 3.610 1.653  0.116
C29 -1.328 -3.475 1.610  -0.147
C30 -1.640 -4.884 1.058  -0.144
C31 -0.229 -5.348 0.673  -0.194
O22 0.293 -4.228 -0.064  -0.143
C32 0.005 -3.148 0.850  -0.211
H70 -1.139 -3.446 2.651  0.083
H71 -2.108 -2.668 1.496  0.115
H72 -2.282 -4.886 0.162  0.122
H73 -2.128 -5.437 1.806  0.090
H74 -0.217 -6.178 0.001  0.114
H75 0.349 -5.526 1.602  0.130
H76 -0.128 -2.231 0.265  0.094
H77 0.776 -2.980 1.652  0.111

The LUMO energy (spin up / spin down) comes out at -1.63 / -1.86 eV. The HOMO-LUMO gap (spin up / spin down) is 9.12 / 9.37 eV. The largest force on an atom is 3.2 eV/A. Its total charge is +1. The calculation puts the molar mass at 992.8 g mol⁻¹. Its spin multiplicity is 6.